No. 1
{
  "formula": "C5H13NO2",
  "method": "ωB97M-V/def2-TZVPD",
  "symbols": ["H", "O", "C", "N", "H", "H", "H", "H", "O", "C", "H", "H", "H", "C", "C", "H", "H", "C", "H", "H", "H"],
  "xyz": [[1.5536, -2.1609, 2.5188], [-0.4153, -2.0558, 0.1128], [0.8354, 1.5143, 0.8837], [0.3408, -0.1599, -0.8455], [1.3864, 1.6504, -1.2193], [0.0649, -1.8001, 2.2194], [0.7920, 0.7283, 1.6309], [-2.8941, 0.8631, -1.3028], [0.8153, -1.6136, 2.7982], [1.2705, 0.8883, -0.4496], [1.5797, -1.7216, -0.3083], [-0.9204, -0.6367, -2.3867], [-0.7302, 1.0325, -2.1086], [-2.1969, 0.2104, -0.7997], [-0.8880, 0.0973, -1.5749], [-0.1611, 1.9231, 0.7027], [-2.6515, -0.7686, -0.6571], [0.5315, -1.3924, -0.2614], [1.4390, 2.3613, 1.2167], [-2.0193, 0.5811, 0.2005], [2.2678, 0.4594, -0.3695]],
  "forces_ev_per_angstrom": [[-0.2, -0.1, -0.1], [0.5, -0.8, -0.1], [-0.3, 0.2, -0.7], [0.9, -0.5, 0.3], [-0.4, 0.0, -0.2], [0.3, -0.3, -0.1], [0.0, 0.1, 0.3], [-0.2, 0.2, -0.2], [0.0, 0.4, 0.3], [0.3, 0.4, 0.1], [0.1, 0.0, 0.7], [-0.4, -0.2, 0.3], [0.2, 0.2, 0.1], [0.2, -0.8, 0.3], [0.0, 0.5, -0.4], [-0.1, -0.1, 0.3], [0.0, 0.0, -0.1], [-1.2, 1.0, -0.9], [0.3, -0.3, -0.1], [0.1, 0.3, 0.2], [0.1, -0.3, 0.2]],
  "homo_ev": -9.277,
  "homo_lumo_gap_ev": 10.097,
  "e_tot_ha": -403.532523,
  "smiles": "CCN(C=O)CC.O",
  "de_lowest_kcal_mol": 27.7
}

=====

No. 2
{
  "formula": "C5H13NO2",
  "method": "ωB97M-V/def2-TZVPD",
  "symbols": ["H", "H", "H", "C", "H", "O", "H", "H", "C", "H", "H", "H", "H", "H", "O", "H", "C", "C", "C", "H", "N"],
  "xyz": [[0.0446, -1.0466, 1.0143], [2.9375, -0.7366, -0.1799], [2.7413, 0.6100, -1.2444], [2.3590, 1.0819, 0.7911], [-3.1247, -1.3870, -0.6157], [-0.9811, 2.4568, 1.3575], [-0.9141, -2.1928, -1.6808], [0.3620, 0.4592, -1.0208], [-2.1305, -0.9188, -0.5194], [0.9972, -2.2234, 0.0407], [-0.9796, 2.1504, 0.4410], [3.3870, 1.1607, 1.1574], [2.0044, 2.0818, 0.5481], [-1.2373, -2.7609, -0.0943], [-2.0441, 0.2622, -0.2772], [1.7578, 0.7231, 1.6362], [-0.9664, -1.8528, -0.6419], [0.3236, -1.3710, 0.0039], [2.2768, 0.1070, -0.3943], [-1.7062, 1.9527, 1.7555], [0.9552, -0.3238, -0.7552]],
  "forces_ev_per_angstrom": [[0.2, -0.2, 0.3], [-0.3, -0.3, 0.0], [-0.1, -0.1, -0.2], [-0.1, -0.4, 0.5], [-0.1, 0.0, -0.2], [-0.2, -0.1, 0.0], [0.4, 0.2, -0.1], [0.0, -0.5, 0.4], [0.1, 0.2, 0.2], [0.2, 0.0, 0.2], [-0.1, 0.0, 0.2], [0.0, 0.1, -0.1], [-0.1, 0.0, -0.1], [-0.3, -0.1, 0.0], [0.0, -0.2, -0.1], [0.0, 0.1, -0.1], [-0.2, -0.5, 0.5], [-0.4, 0.7, -0.5], [0.6, 0.7, 0.5], [0.3, 0.2, -0.2], [0.1, 0.0, -1.1]],
  "homo_ev": -8.478,
  "homo_lumo_gap_ev": 9.308,
  "e_tot_ha": -403.518231,
  "smiles": "CCNCCC=O.O",
  "de_lowest_kcal_mol": 36.6
}

=====

No. 3
{
  "formula": "C5H13NO2",
  "method": "ωB97M-V/def2-TZVPD",
  "symbols": ["H", "H", "H", "H", "C", "C", "H", "H", "C", "N", "H", "H", "H", "H", "C", "O", "H", "H", "C", "O", "H"],
  "xyz": [[1.4629, -2.8439, 0.2955], [0.8923, -0.0721, 1.1083], [-2.0000, 1.8357, 2.1736], [1.1120, 2.2610, -0.7710], [-1.1229, 0.2957, 1.0362], [-1.0087, 1.4119, 2.0635], [1.7194, -2.3584, -1.3468], [0.7655, -0.4168, -2.2615], [-0.1794, -0.6887, -1.7697], [0.0265, -0.2868, 0.6435], [-0.8680, 0.1520, -1.7851], [2.1590, -1.3026, 0.0674], [-0.3765, 2.5471, -0.7220], [-0.5345, -1.4283, -2.4675], [1.4434, -1.9745, -0.3658], [0.4853, 2.9796, -0.6529], [-0.8218, 1.0282, 3.0714], [-0.3290, 2.1932, 1.7252], [0.0855, -1.3091, -0.4063], [-2.2065, 0.0085, 0.5512], [-0.7044, -2.0315, -0.1870]],
  "forces_ev_per_angstrom": [[-0.2, 0.0, 0.1], [-0.1, 0.2, 0.1], [-0.2, 0.2, -0.3], [0.1, -0.1, -0.1], [-0.6, 0.7, 0.2], [-0.6, -0.3, 0.2], [0.3, 0.3, 0.0], [0.0, 0.5, 0.4], [0.7, 0.0, -0.8], [0.6, -0.5, -0.2], [0.0, -0.1, 0.2], [0.8, 0.5, -0.4], [0.1, 0.1, 0.0], [-0.6, -0.5, -0.1], [-0.4, -1.1, 0.4], [-0.2, -0.1, 0.0], [0.7, 0.0, -0.2], [0.2, -0.1, 0.3], [-0.7, 0.3, 0.2], [0.2, -0.2, -0.1], [0.0, 0.1, 0.0]],
  "homo_ev": -9.761,
  "homo_lumo_gap_ev": 10.429,
  "e_tot_ha": -403.558186,
  "smiles": "CC(=O)NC(C)C.O",
  "de_lowest_kcal_mol": 11.6
}

=====

No. 4
{
  "formula": "C5H13NO2",
  "method": "ωB97M-V/def2-TZVPD",
  "symbols": ["H", "H", "C", "H", "O", "H", "H", "H", "N", "H", "H", "C", "H", "H", "H", "O", "C", "C", "H", "H", "C"],
  "xyz": [[-3.9905, -0.6062, 0.5557], [2.5061, 1.9512, 0.1324], [2.3651, -0.6850, -0.6226], [-0.5549, 1.4998, -0.6151], [-0.4265, -0.1478, 1.5621], [2.4039, 0.8919, 1.5657], [1.9195, -1.4156, -1.2970], [3.1273, -0.1289, -1.1727], [1.3459, 0.2260, -0.1361], [1.0121, 1.8690, 1.1073], [0.1015, -1.4652, 0.0589], [1.8491, 1.2966, 0.7095], [-2.6051, -1.5880, 0.0411], [-1.6280, 0.2470, 1.1211], [-3.4803, -0.6055, -1.1534], [-2.2841, 0.4703, 0.1428], [-3.1323, -0.6410, -0.1194], [-0.6461, 0.4266, -0.7083], [-0.7876, 0.0276, -1.7086], [2.8536, -1.2256, 0.2004], [0.0514, -0.3972, 0.3362]],
  "forces_ev_per_angstrom": [[0.0, 0.0, -0.1], [0.0, 0.0, 0.0], [-0.1, 0.0, 0.3], [0.2, -0.1, 0.0], [-0.9, 0.3, -0.2], [0.0, 0.1, 0.0], [0.0, 0.0, 0.0], [0.0, 0.0, 0.0], [0.3, -0.3, 0.2], [0.1, 0.0, 0.0], [0.0, 0.1, 0.0], [-0.1, -0.2, 0.0], [0.0, 0.0, 0.0], [1.1, -0.3, -0.2], [0.0, 0.0, 0.1], [0.9, -0.1, -0.5], [0.2, -0.1, 0.0], [-2.1, -0.2, 1.2], [-0.1, 0.1, 0.1], [0.1, 0.0, 0.0], [0.5, 0.7, -0.8]],
  "homo_ev": -8.280,
  "homo_lumo_gap_ev": 9.140,
  "e_tot_ha": -403.414190,
  "de_lowest_kcal_mol": 101.9
}

=====

No. 5
{
  "formula": "C5H13NO2",
  "method": "ωB97M-V/def2-TZVPD",
  "symbols": ["H", "H", "C", "H", "O", "H", "C", "H", "H", "C", "H", "H", "C", "N", "H", "O", "C", "H", "H", "H", "H"],
  "xyz": [[-1.1390, 2.1292, -0.1637], [1.3078, -0.0625, 1.3118], [0.1566, 0.3825, -0.3598], [1.4791, 1.8790, -0.7595], [2.6162, -2.4484, -0.3935], [2.0304, -3.1628, -0.6834], [-1.0474, 1.2432, -0.7970], [-2.1287, -1.9020, 2.1609], [0.0484, -0.6249, -0.7716], [0.3215, 0.3897, 1.1559], [-1.2519, -1.7541, 0.6089], [-0.9899, 0.2448, 2.9063], [-1.3895, -1.3509, 1.6020], [1.3672, 0.9018, -1.0021], [0.5269, 1.4225, 1.4140], [-0.9266, 1.6297, -2.1563], [-0.7295, -0.2699, 1.9893], [1.2622, 0.8235, -2.0028], [2.1998, -1.6457, -0.7283], [-1.7203, 1.4659, -2.6747], [-1.9931, 0.7093, -0.6563]],
  "forces_ev_per_angstrom": [[0.3, 0.2, 0.0], [-0.1, -0.3, 0.3], [-0.3, 0.6, -0.9], [0.1, 0.1, -0.2], [-0.3, -0.3, -0.1], [0.2, 0.2, 0.1], [-0.9, -0.6, 0.1], [-0.1, 0.3, 0.4], [-0.2, -0.1, 0.2], [1.1, -0.1, -0.8], [0.3, -0.1, -0.1], [0.2, -0.3, 0.3], [-0.1, -0.1, -0.4], [0.3, -0.5, 0.7], [-0.4, 0.4, 0.4], [0.3, 0.1, -0.4], [-0.4, 0.3, -0.2], [0.0, 0.3, -0.1], [0.1, 0.2, 0.0], [0.0, -0.1, 0.4], [0.1, -0.2, 0.1]],
  "homo_ev": -9.466,
  "homo_lumo_gap_ev": 10.142,
  "e_tot_ha": -403.501230,
  "smiles": "C=CC[C@H](N)CO.O",
  "de_lowest_kcal_mol": 47.3
}

=====

No. 6
{
  "formula": "C5H13NO2",
  "method": "ωB97M-V/def2-TZVPD",
  "symbols": ["H", "H", "H", "C", "O", "N", "H", "H", "H", "O", "H", "H", "H", "C", "C", "H", "H", "C", "H", "C", "H"],
  "xyz": [[-1.7330, 0.4478, 0.5453], [-0.0998, 3.1404, -0.2585], [-0.5314, -0.4211, -2.3939], [0.7205, 0.0497, -0.7229], [0.7538, 1.4796, 0.3696], [-0.3723, 2.3232, 0.2870], [0.9412, -2.6567, -0.2825], [0.6871, 0.8238, -2.7161], [-0.7594, 1.1914, -1.7402], [0.4244, -1.9993, -0.7655], [1.7977, -0.0561, -0.7712], [0.5066, -1.8984, 2.0420], [-0.5728, 2.6404, 1.2339], [0.0616, -0.6801, 0.3489], [-0.0085, 0.4351, -1.9747], [-1.9029, -1.0134, -0.4236], [1.8939, -0.9659, 1.4523], [-1.4335, -0.5989, 0.4661], [0.5961, -0.1538, 2.3422], [0.8189, -0.9408, 1.6237], [-1.7881, -1.1469, 1.3381]],
  "forces_ev_per_angstrom": [[0.1, 0.0, 0.1], [0.0, 0.0, 0.2], [0.1, -0.1, 0.0], [-0.4, 4.0, 2.2], [0.4, -0.4, -1.2], [-0.1, -0.1, -0.5], [0.0, 0.1, 0.1], [0.0, 0.0, 0.0], [0.1, 0.0, 0.1], [-1.0, 0.1, 1.7], [-0.2, -0.1, 0.0], [-0.1, 0.0, 0.0], [0.2, -0.1, -0.1], [0.6, -3.3, -2.2], [0.1, -0.1, 0.2], [0.0, 0.0, 0.0], [0.0, 0.1, 0.0], [0.1, 0.0, -0.1], [0.0, 0.0, 0.0], [0.0, -0.1, -0.3], [0.0, 0.0, 0.0]],
  "homo_ev": -8.235,
  "homo_lumo_gap_ev": 9.136,
  "e_tot_ha": -403.395779,
  "de_lowest_kcal_mol": 113.5
}

=====

no.,molecular weight (g mol⁻¹)
1,119.164
2,119.164
3,119.164
4,119.164
5,119.164
6,119.164